The following is a DFT calculation (wB97M-V/def2-TZVPD) of a single C5H9NO molecule at a distorted geometry.

Computed properties:
**HOMO level**: -10.1 eV
**HOMO-LUMO gap**: 10.880 eV
**LUMO energy**: 0.79 eV
**Energy relative to the best compared isomer or geometry (same formula, charge and spin)**: 38.9 kcal/mol

```
! RIJCOSX wB97M-V def2-TZVPD def2/J DEFGRID3
* xyz 0 1
H 0.422 2.694 0.120
N -0.537 2.570 -0.197
C -0.374 1.320 -0.099
C 1.056 0.754 0.320
C 0.728 -0.697 0.572
C -0.364 -0.972 -0.466
O -1.032 -2.187 -0.280
C -1.335 0.187 -0.316
H 1.536 1.248 1.188
H 1.785 0.885 -0.502
H 0.286 -0.790 1.571
H 1.572 -1.383 0.491
H 0.096 -0.899 -1.470
H -0.365 -2.882 -0.314
H -1.937 0.033 0.592
H -2.020 0.326 -1.159
*
```